Here is a gas-phase ion, C2H6N5 (charge +1) in a non-equilibrium geometry from the Open Molecules 2025 dataset. Energies are from wB97M-V/def2-TZVPD.

The geometry in XYZ format:
```
13
Properties=species:S:1:pos:R:3
C -2.397 0.149 -0.045
C 2.397 -0.031 -0.021
N -0.692 -1.570 0.355
N 0.572 -1.605 0.335
N 0.164 0.349 -0.453
N -1.114 -0.513 -0.152
N 1.052 -0.449 -0.126
H -3.170 -0.641 0.316
H -2.422 1.071 0.445
H -2.801 0.546 -1.022
H 2.482 1.048 -0.486
H 2.799 0.042 0.954
H 3.137 -0.586 -0.543
```

Output
* strongest force on any atom: 0.1300 Eh/bohr
* total charge: +1
* DFT total energy: -353.17350 a.u.
* Kohn-Sham gap: 10.998 eV